Entry from OMol25: 13 unconnected molecules or ions with the total composition C31H68N2O19S at a distorted geometry (ωB97M-V with the def2-TZVPD basis set).

Summary:
Strongest force on any atom, eV/Å: 5.639
Kohn-Sham gap, eV: 7.90
Net charge: 0
LUMO energy, eV: -1.714
2S+1: 1
HOMO energy, eV: -9.617

Each line ends with the Mulliken charge.
Element x y z (Å)
1 C -0.48568 8.92737 0.75499  -0.9840
2 C 1.06048 9.18908 0.36375  0.0722
3 C 2.09220 8.51384 1.42418  -0.5263
4 O 2.81035 7.38968 0.81074  -0.0917
5 C 1.93228 6.23761 1.03746  -0.8453
6 C 2.57452 4.89761 0.41775  0.5037
7 C 3.44185 4.05633 1.42487  -1.1102
8 C 4.13374 2.75696 0.95849  0.3455
9 C 3.92635 2.30455 -0.51138  0.6201
10 C 3.07037 3.14150 -1.50622  0.0380
11 N 2.98082 2.62963 -2.88996  -0.5726
12 C 1.92582 1.84882 -2.93900  0.4109
13 S 0.34367 1.32769 -3.02180  -0.1893
14 C 2.36663 4.46518 -1.08370  0.4687
15 C 1.50970 5.40901 -2.03763  -0.3760
16 O 1.00790 4.76251 -3.23227  -0.1270
17 C 0.28301 5.65128 -4.06677  0.5716
18 C 0.56441 7.20934 -4.25697  -0.7227
19 O -0.64856 5.14632 -4.75829  -0.6023
20 C 4.71671 0.93701 -0.70889  0.0665
21 O 4.76003 0.26682 -1.75907  -0.5598
22 N 5.31722 0.72052 0.60744  0.0143
23 C 4.83200 -0.59031 1.21007  -0.9453
24 C 3.31995 -0.44725 1.72478  -0.0805
25 C 2.45347 -1.78501 1.59037  0.2888
26 O 2.81694 -2.74035 0.85186  -0.5585
27 O 1.25692 -1.83976 2.39438  -0.5576
28 C 5.08544 1.71688 1.69858  0.0892
29 O 5.57845 1.68987 2.84070  -0.5525
30 H -0.86093 8.01855 0.15548  0.2354
31 H -0.64027 8.67679 1.85652  0.2741
32 H -1.11004 9.83261 0.45424  0.3006
33 H 1.30664 10.29367 0.20945  0.4150
34 H 1.24012 8.62712 -0.63229  -0.1847
35 H 2.82317 9.28136 1.86495  0.3187
36 H 1.43577 8.16952 2.31230  0.2573
37 H 0.86557 6.42841 0.67540  0.2818
38 H 1.84953 6.05985 2.17880  0.4299
39 H 3.59759 4.41794 2.49725  0.3040
40 H 2.13873 6.34932 -2.23220  0.3731
41 H 0.58010 5.72941 -1.42463  0.2454
42 H 0.86133 7.75903 -3.30450  0.1461
43 H 1.43814 7.33423 -4.99753  0.2764
44 H -0.35342 7.66485 -4.77813  0.3153
45 H 4.93601 -1.38948 0.38448  0.3916
46 H 5.52998 -0.86028 2.07786  0.3529
47 H 2.72184 0.38021 1.20458  0.1954
48 H 3.36924 -0.18262 2.84580  0.3942
49 H 0.50901 -2.10785 1.79894  0.3806
50 C -0.30026 -5.24759 1.87401  -0.4303
51 O -0.31360 -4.40921 3.02494  -0.4433
52 H -0.98243 -6.08219 2.03632  0.3510
53 H -0.62797 -4.67761 1.00271  0.0347
54 H 0.70972 -5.63218 1.71184  0.2940
55 H 0.29684 -3.68225 2.85101  0.2601
56 C -0.06092 -2.09965 -4.14176  -0.2906
57 O -0.34488 -1.96128 -2.75808  -0.3955
58 H -0.36196 -1.18738 -4.65778  0.2223
59 H 1.01168 -2.25752 -4.28113  0.1523
60 H -0.62006 -2.94689 -4.54746  0.1000
61 H -0.06871 -2.78096 -2.32800  0.2422
62 C 6.72809 7.92779 0.38035  -0.5109
63 O 5.75982 8.67416 -0.34063  -0.5177
64 H 7.61019 8.55028 0.53256  0.2528
65 H 6.32011 7.63534 1.35149  0.2302
66 H 7.00782 7.03814 -0.18971  0.2321
67 H 4.99075 8.10112 -0.46117  0.2953
68 C -3.88904 -6.19057 4.15612  -0.4208
69 O -2.67671 -6.83442 3.79370  -0.5101
70 H -4.69761 -6.92124 4.13445  0.2999
71 H -3.79854 -5.78039 5.16644  0.1775
72 H -4.10686 -5.39065 3.44652  0.2307
73 H -1.98058 -6.16526 3.82193  0.2103
74 C -3.99681 3.34802 -5.56617  -0.4981
75 O -3.68451 4.65874 -5.12360  -0.4869
76 H -5.06626 3.29151 -5.77193  0.2298
77 H -3.44087 3.12506 -6.48068  0.2374
78 H -3.74021 2.62448 -4.78774  0.2083
79 H -2.73387 4.68176 -4.94871  0.3641
80 C -7.15059 -4.12071 3.80431  -0.5383
81 O -6.40387 -4.97591 2.95167  -0.4548
82 H -7.12620 -4.52519 4.81674  0.1948
83 H -6.70804 -3.12077 3.80368  0.2495
84 H -8.18670 -4.06980 3.46075  0.2965
85 H -6.44122 -4.59673 2.06439  0.2538
86 C -3.29846 -5.73784 -0.99346  -0.5036
87 O -2.31577 -4.75884 -0.68224  -0.3581
88 H -2.89715 -6.72457 -0.76472  0.2725
89 H -4.19469 -5.56424 -0.39246  0.2079
90 H -3.54491 -5.68499 -2.05654  0.1816
91 H -2.69590 -3.89643 -0.89382  0.2381
92 C 4.03835 -2.96003 -3.03330  -0.3844
93 O 2.82714 -3.43006 -2.45567  -0.3908
94 H 3.89169 -2.83408 -4.10654  0.2728
95 H 4.30707 -1.99884 -2.58918  0.0283
96 H 4.83503 -3.68830 -2.85999  0.2971
97 H 2.98367 -3.53258 -1.50730  0.2552
98 C -1.79453 -3.93468 6.80166  -0.3617
99 O -1.04540 -4.79171 5.95531  -0.4725
100 H -1.77446 -4.33331 7.81661  0.2811
101 H -1.35188 -2.93526 6.79651  0.2716
102 H -2.82917 -3.88716 6.45174  0.0162
103 H -1.08033 -4.41448 5.06359  0.2779
104 C -0.76425 -8.07996 -3.67704  -0.5449
105 O -1.59960 -7.87179 -2.54811  -0.4500
106 H -1.15053 -8.92357 -4.24961  0.2283
107 H -0.76431 -7.18561 -4.30630  0.1844
108 H 0.25327 -8.30313 -3.34712  0.2846
109 H -1.23633 -7.12144 -2.05947  0.2654
110 C -5.18427 -2.64147 7.92278  -0.4873
111 O -4.73077 -1.75811 6.90972  -0.4897
112 H -5.05186 -2.16421 8.89395  0.2379
113 H -6.24393 -2.86170 7.76924  0.2463
114 H -4.60194 -3.56580 7.89141  0.2090
115 H -4.85977 -2.20581 6.06393  0.2916
116 C -2.68387 -4.99223 -6.42347  -0.6243
117 O -2.96854 -4.85504 -5.04001  -0.4623
118 H -2.98422 -4.07952 -6.93852  0.2404
119 H -1.61123 -5.15020 -6.56301  0.2717
120 H -3.24192 -5.83806 -6.83291  0.2884
121 H -2.69295 -5.67499 -4.61057  0.2680

Atoms 1-2, force components in eV/Å:
C 0.2 -0.1 -0.6
C 0.2 -0.9 0.0

***

Entry from OMol25: 11 unconnected molecules or ions with the total composition C56H130N6O5 at a distorted geometry (ωB97M-V with the def2-TZVPD basis set).

Summary:
Strongest force on any atom, eV/Å: 1.372
Energy above the lowest of the compared OMol25 structures with the same formula, charge and spin, kcal per mole: 0.00
Kohn-Sham gap, eV: 8.47
Net charge: 0
LUMO energy, eV: 0.495
2S+1: 1
HOMO energy, eV: -7.979

Each line ends with the Mulliken charge.
Element x y z (Å)
1 C -9.26620 15.21335 -10.41021  -0.6695
2 C -9.92390 13.88334 -9.93234  -0.7632
3 C -8.89696 12.82867 -10.35514  -0.2661
4 O -7.78897 13.50060 -10.96373  0.1039
5 C -7.80078 14.84930 -10.53618  0.2797
6 H -9.46005 16.01659 -9.70134  0.3473
7 H -9.69166 15.47006 -11.38085  0.3282
8 H -10.85328 13.77527 -10.48965  0.2766
9 H -10.14827 13.94446 -8.87135  0.3067
10 H -9.28413 12.12849 -11.09612  0.4656
11 H -8.53590 12.24809 -9.50232  -0.0230
12 H -7.20443 15.49768 -11.17841  0.2348
13 H -7.30727 14.90228 -9.54939  -0.4066
14 C -5.46542 13.10335 -6.39555  -0.3107
15 C -5.37366 14.61758 -6.31144  0.3849
16 C -6.81717 15.01194 -6.02522  -0.7570
17 O -7.59849 14.10626 -6.79632  -0.4635
18 C -6.91154 12.87021 -6.92198  0.6134
19 H -5.41516 12.57226 -5.44594  0.3984
20 H -4.74127 12.67751 -7.08564  -0.2515
21 H -5.07758 15.07670 -7.25659  -0.5334
22 H -4.68337 14.94398 -5.53276  0.5193
23 H -7.10482 16.01565 -6.34044  0.3826
24 H -7.06054 14.94654 -4.95474  0.3276
25 H -6.89806 12.61732 -7.98525  -0.6817
26 H -7.37856 12.04512 -6.37908  0.4141
27 C -0.86687 14.39669 -15.23682  1.5859
28 C -1.11332 12.89516 -15.07488  -0.4098
29 C -0.44598 12.59524 -13.71619  -0.3064
30 O 0.34539 13.74964 -13.39444  -0.4363
31 C 0.49549 14.52206 -14.59352  0.4059
32 H -1.58233 14.95179 -14.62642  -1.0618
33 H -0.98630 14.76630 -16.25513  0.3838
34 H -0.71575 12.31729 -15.90968  0.4198
35 H -2.18599 12.68733 -15.05858  -0.2534
36 H 0.19188 11.70891 -13.76025  0.3918
37 H -1.19245 12.46929 -12.93128  0.0926
38 H 1.31406 14.08070 -15.18035  0.3325
39 H 0.84199 15.50843 -14.28568  -1.1500
40 C 2.13657 18.28512 -10.82057  0.3813
41 C 3.22620 19.18605 -11.41701  -0.6574
42 C 4.10592 19.59123 -10.20383  -0.4480
43 O 3.37257 19.21224 -9.04600  -0.4135
44 C 2.61568 18.06843 -9.36978  0.1500
45 H 1.97470 17.31890 -11.29199  0.2813
46 H 1.18870 18.81891 -10.72176  -0.1722
47 H 2.80008 20.05203 -11.91819  0.3332
48 H 3.80494 18.61806 -12.14648  0.2503
49 H 4.18866 20.67351 -10.12635  0.2830
50 H 5.08132 19.10245 -10.25622  0.2638
51 H 1.80821 18.00033 -8.63831  -0.3182
52 H 3.18225 17.12979 -9.25934  0.1135
53 C -0.49788 18.78230 -3.87687  -0.6351
54 C 0.09882 19.46098 -5.12737  -0.1910
55 C 1.40461 18.70805 -5.34423  0.4714
56 O 1.83099 18.31729 -4.05338  -0.4599
57 C 0.67239 17.97026 -3.30656  -0.3878
58 H -1.33480 18.13155 -4.12457  0.2788
59 H -0.83276 19.53602 -3.16695  0.2573
60 H 0.28838 20.51264 -4.91874  0.3730
61 H -0.58060 19.39553 -5.97740  -0.0569
62 H 2.16157 19.35767 -5.78180  0.4058
63 H 1.25571 17.82813 -5.98382  -0.5925
64 H 0.90704 18.19200 -2.26370  0.4100
65 H 0.48077 16.88927 -3.34336  0.1350
66 C -1.50002 21.18401 -9.07320  -0.7038
67 C -2.96176 21.21723 -9.52280  -0.7154
68 N -3.15949 21.32222 -10.96070  0.3307
69 C -2.33719 22.31132 -11.62558  -0.4853
70 C -3.02450 22.87716 -12.86617  -1.2740
71 C -3.17843 20.02885 -11.63390  0.6782
72 C -4.50956 19.31802 -11.46018  -1.5250
73 H -1.38111 21.16640 -7.98687  0.3128
74 H -0.88261 21.99524 -9.45185  0.3550
75 H -1.05614 20.23740 -9.40615  0.0102
76 H -3.44325 20.34435 -9.07974  0.2784
77 H -3.48394 22.06680 -9.06391  0.3915
78 H -2.14273 23.12106 -10.91906  0.5164
79 H -1.34905 21.89922 -11.89733  0.2302
80 H -4.07537 23.05440 -12.64188  0.3404
81 H -2.54614 23.80566 -13.17943  0.4276
82 H -2.96910 22.17801 -13.70250  0.1819
83 H -2.36818 19.40377 -11.20539  -0.3833
84 H -2.87213 20.11363 -12.67878  0.0783
85 H -5.30659 20.05313 -11.53978  0.4468
86 H -4.50969 18.75791 -10.52232  0.2038
87 H -4.67071 18.51877 -12.19086  0.3494
88 C 0.99234 18.15153 -14.27467  -1.4775
89 C -0.47209 18.30628 -14.70731  0.3376
90 N -0.84344 17.40543 -15.76248  1.4597
91 C -0.06898 17.41604 -16.98589  -0.8215
92 C -0.26148 18.64888 -17.89510  -1.3036
93 C -2.27095 17.14598 -15.89256  -0.2079
94 C -3.15577 18.35582 -16.19426  -1.3951
95 H 1.66250 18.61195 -15.00437  0.4084
96 H 1.26456 17.11198 -14.09132  0.0848
97 H 1.18488 18.71742 -13.36054  0.3131
98 H -1.08400 18.08475 -13.83054  -0.4175
99 H -0.60399 19.37790 -14.94130  0.3669
100 H 0.97918 17.41059 -16.68217  0.5137
101 H -0.26440 16.48992 -17.52980  0.3913
102 H -1.21940 18.63080 -18.40944  0.2662
103 H -0.17147 19.54134 -17.27518  0.2397
104 H 0.53628 18.66016 -18.63999  0.4264
105 H -2.62782 16.68223 -14.96615  -0.3845
106 H -2.36742 16.34639 -16.63435  0.4723
107 H -2.78719 19.21257 -15.62845  0.1923
108 H -4.20878 18.20679 -15.95180  0.4008
109 H -3.13996 18.60971 -17.25674  0.3124
110 C 3.99424 11.77092 -5.70296  -1.3714
111 C 3.30187 12.95489 -5.07906  -0.3043
112 N 3.21056 14.10727 -5.96704  0.2721
113 C 2.23373 15.08810 -5.50153  -0.2455
114 C 0.80174 14.74887 -5.86750  -1.2921
115 C 4.48779 14.70601 -6.32754  -0.3885
116 C 5.24339 15.37878 -5.17972  -0.9847
117 H 3.98477 10.90900 -5.03695  0.4288
118 H 5.05028 11.99466 -5.88985  0.2946
119 H 3.57593 11.52308 -6.67852  0.3197
120 H 2.26386 12.68283 -4.85847  0.3493
121 H 3.74675 13.16686 -4.09005  0.3164
122 H 2.32535 15.23390 -4.41154  0.1105
123 H 2.53290 16.05349 -5.91362  0.0267
124 H 0.71024 14.25300 -6.83519  0.4085
125 H 0.26473 14.12287 -5.15330  0.5440
126 H 0.26086 15.69909 -5.94228  0.1593
127 H 4.31765 15.38322 -7.16798  0.0520
128 H 5.12563 13.92386 -6.75233  0.3983
129 H 6.11323 15.93548 -5.53770  0.4381
130 H 5.58251 14.66726 -4.42920  0.2820
131 H 4.61072 16.14281 -4.71774  0.1946
132 C -4.06554 13.67629 -9.74739  1.0430
133 C -4.02783 15.13574 -10.15948  -1.6200
134 N -2.69438 15.71160 -10.12691  1.4942
135 C -2.14609 15.88744 -8.80832  -0.4099
136 C -0.91142 16.78332 -8.75752  -1.2815
137 C -1.79370 15.33523 -11.18550  -1.8341
138 C -2.15743 15.86510 -12.57119  1.4899
139 H -3.72770 13.51407 -8.72384  -0.0409
140 H -3.54185 13.00927 -10.43239  0.0293
141 H -5.11403 13.34761 -9.75949  -0.3635
142 H -4.39771 15.27376 -11.18121  -0.0571
143 H -4.71702 15.72832 -9.54833  0.3351
144 H -1.93496 14.92345 -8.30996  0.2034
145 H -2.89971 16.38006 -8.18313  0.2462
146 H -0.87261 17.24132 -7.76908  0.3125
147 H -0.91580 17.52004 -9.56271  0.2216
148 H 0.01345 16.21542 -8.89368  0.4292
149 H -0.82903 15.77106 -10.91718  0.2088
150 H -1.55329 14.25497 -11.23267  -0.0357
151 H -2.88260 15.23952 -13.09739  0.0538
152 H -2.57843 16.86773 -12.46417  -0.5004
153 H -1.24793 15.90180 -13.17234  -0.2220
154 C -7.28284 7.83675 -9.67705  -1.3682
155 C -5.85057 8.32215 -9.42146  -0.3410
156 N -5.74046 9.73102 -9.15530  0.4369
157 C -6.39742 10.63280 -10.09458  0.6544
158 C -5.75595 10.77336 -11.46691  0.1998
159 C -4.42908 10.16840 -8.70579  1.0056
160 C -4.14580 9.73534 -7.27295  -1.6460
161 H -7.52110 7.85729 -10.73905  0.2660
162 H -7.99215 8.44018 -9.10784  0.3104
163 H -7.39357 6.82657 -9.28404  0.4338
164 H -5.53308 7.83696 -8.48817  0.4794
165 H -5.18780 7.86938 -10.18376  0.3183
166 H -7.43306 10.30066 -10.12067  0.5560
167 H -6.36706 11.63390 -9.66210  -2.1537
168 H -6.35339 11.48180 -12.04044  -0.5108
169 H -4.72791 11.12129 -11.39907  0.2263
170 H -5.84251 9.82704 -12.00909  0.4791
171 H -4.46625 11.25596 -8.75482  -0.9632
172 H -3.64660 9.80038 -9.38846  0.3384
173 H -5.06270 9.75162 -6.68399  0.3179
174 H -3.39118 10.38683 -6.82624  0.4504
175 H -3.73323 8.72613 -7.20310  0.4261
176 C -4.62351 10.96336 -16.06781  -1.7420
177 C -5.56791 11.37822 -14.94296  0.1091
178 N -6.54139 12.35848 -15.41141  0.4401
179 C -7.67418 11.73968 -16.07198  -0.3998
180 C -8.46942 12.74512 -16.92412  -1.3536
181 C -6.96092 13.27560 -14.35878  -0.7519
182 C -5.88551 14.31951 -14.05024  -1.1453
183 H -3.90130 10.23087 -15.70803  0.3995
184 H -4.21456 11.86211 -16.52546  0.3682
185 H -5.18816 10.44102 -16.84595  0.4510
186 H -6.11352 10.48972 -14.57977  0.1908
187 H -4.98511 11.75139 -14.10258  0.1184
188 H -7.30734 10.96796 -16.75081  0.3844
189 H -8.35117 11.21804 -15.37224  0.3478
190 H -9.37576 13.07044 -16.41538  0.3169
191 H -7.83804 13.59173 -17.18789  0.3136
192 H -8.77427 12.28704 -17.86689  0.4025
193 H -7.20873 12.72298 -13.44280  -0.0767
194 H -7.85753 13.81762 -14.66017  0.5880
195 H -5.05291 13.90118 -13.47771  -0.0185
196 H -6.31521 15.11150 -13.43256  0.5006
197 H -5.49298 14.72059 -14.98417  0.4015

Atoms 1-2, force components in eV/Å:
C -0.4 -0.3 0.1
C 0.1 0.9 -0.8